No. 1
Entry from the OMol25 dataset: C5H6O3 in the gas phase (the ωB97M-V functional and the def2-TZVPD basis).

Structure (XYZ):
```
14
Properties=species:S:1:pos:R:3:mulliken_charge:R:1
C 0.156 -1.179 0.377 0.233
C 1.090 -0.057 0.022 0.489
C 0.429 1.290 0.037 -0.543
C -1.045 1.001 -0.285 -0.539
C -1.184 -0.569 -0.093 0.186
H 1.474 -2.163 -0.424 0.371
H 0.121 -1.341 1.470 0.240
H 0.506 1.820 1.049 0.268
H 0.877 1.975 -0.650 0.346
H -1.243 1.363 -1.256 0.324
H -1.652 1.441 0.454 0.289
O 0.495 -2.273 -0.288 -0.530
O 2.262 -0.274 -0.270 -0.613
O -2.287 -1.035 -0.143 -0.523
```

Results
Highest occupied orbital energy in eV: -9.747
SMILES: O=C1CCC(=O)C1O
LUMO energy in eV: -0.04
Energy above the lowest of the compared OMol25 structures with the same formula, charge and spin in kJ/mol: 78.6
2S+1: 1
Orbital gap in eV: 9.71

No. 2
Entry from the OMol25 dataset: C5H6O3 in the gas phase (the ωB97M-V functional and the def2-TZVPD basis).

Structure (XYZ):
```
14
Properties=species:S:1:pos:R:3:mulliken_charge:R:1
C 2.712 0.079 0.212 -0.827
C 1.306 -0.527 -0.247 0.086
C 0.393 0.286 0.119 -0.339
C -1.982 0.450 -0.098 0.711
C -3.172 -0.504 -0.323 -0.029
H 3.386 0.268 -0.758 0.229
H 3.338 -0.486 0.986 0.279
H 2.638 1.118 0.769 0.262
H 0.879 -1.590 -0.435 0.285
H 0.394 1.470 0.048 0.278
H -2.636 -1.451 -0.635 0.252
O -0.930 -0.413 0.063 -0.314
O -2.009 1.615 -0.170 -0.457
O -4.318 -0.316 0.469 -0.417
```

Results
Highest occupied orbital energy in eV: -10.155
SMILES: C/C=C/OC(=O)C=O
LUMO energy in eV: -1.17
Energy above the lowest of the compared OMol25 structures with the same formula, charge and spin in kJ/mol: 457.0
2S+1: 1
Orbital gap in eV: 8.98

No. 3
Entry from the OMol25 dataset: C5H6O3 in the gas phase (the ωB97M-V functional and the def2-TZVPD basis).

Structure (XYZ):
```
14
Properties=species:S:1:pos:R:3:mulliken_charge:R:1
C -0.579 0.330 0.201 -0.945
C -0.396 -0.520 1.578 -0.558
C 0.643 0.408 -0.645 0.533
C -0.150 -2.008 1.251 0.006
C 0.430 -0.457 -1.861 0.014
O 0.165 -2.346 0.155 -0.244
O 0.257 -0.295 -3.016 -0.382
O 0.943 1.785 -0.955 -0.577
H -1.398 -0.032 -0.310 0.476
H -0.825 1.383 0.639 0.356
H 0.449 -0.075 2.022 0.360
H -1.209 -0.436 2.414 0.349
H 1.656 0.012 -0.195 0.260
H 0.014 2.250 -1.280 0.351
```

Results
Highest occupied orbital energy (alpha / beta) in eV: -8.467 / -7.575
LUMO energy (alpha / beta) in eV: 0.53 / -0.36
Energy above the lowest of the compared OMol25 structures with the same formula, charge and spin in kJ/mol: 443.3
2S+1: 1
Orbital gap (alpha / beta) in eV: 8.99 / 7.22

No. 4
Entry from the OMol25 dataset: C5H6O3 in the gas phase (the ωB97M-V functional and the def2-TZVPD basis).

Structure (XYZ):
```
14
Properties=species:S:1:pos:R:3:mulliken_charge:R:1
C 1.801 1.191 0.805 -0.892
C 0.828 0.129 0.229 0.442
C 0.901 -1.231 0.256 -0.399
C -0.249 -2.166 0.065 0.137
C -0.349 1.112 -0.431 0.589
H 2.921 0.853 1.442 0.279
H 1.020 1.719 1.492 0.286
H 2.230 1.946 -0.065 0.248
H 1.902 -1.755 0.549 0.244
H 0.185 -3.140 0.181 0.328
H -1.203 -0.437 -0.888 0.308
O -1.490 -1.919 -0.028 -0.600
O -1.151 0.438 -1.303 -0.444
O -0.440 2.306 0.299 -0.527
```

Results
Highest occupied orbital energy in eV: -10.511
SMILES: C/C(=C/C=O)C(=O)O
LUMO energy in eV: -1.44
Energy above the lowest of the compared OMol25 structures with the same formula, charge and spin in kJ/mol: 416.9
2S+1: 1
Orbital gap in eV: 9.07

No. 5
Entry from the OMol25 dataset: C5H6O3 in the gas phase (the ωB97M-V functional and the def2-TZVPD basis).

Structure (XYZ):
```
14
Properties=species:S:1:pos:R:3:mulliken_charge:R:1
C -1.232 0.056 -0.054 0.445
C 0.940 -0.784 -0.399 0.015
C 0.694 -1.006 1.014 -0.468
C -0.218 0.396 0.973 -0.391
C 0.779 1.196 0.130 -0.428
H 1.214 -1.717 -0.844 0.486
H 1.590 -1.129 1.741 0.299
H -0.184 -1.764 1.113 0.316
H -0.502 0.867 1.905 0.456
H 0.330 2.274 -0.186 0.296
H 1.459 1.205 1.041 0.297
O -2.501 0.100 -0.124 -0.583
O -0.283 -0.467 -1.038 -0.378
O 1.573 0.507 -0.682 -0.362
```

Results
Highest occupied orbital energy in eV: -9.832
SMILES: O=C1O[C@@H]2C[C@H]1CO2
LUMO energy in eV: 0.68
Energy above the lowest of the compared OMol25 structures with the same formula, charge and spin in kJ/mol: 347.0
2S+1: 1
Orbital gap in eV: 10.52

No. 6
Entry from the OMol25 dataset: 2 unconnected molecules or ions with the total composition C5H6O4 (the ωB97M-V functional and the def2-TZVPD basis).

Structure (XYZ):
```
15
Properties=species:S:1:pos:R:3:mulliken_charge:R:1
C 0.456 -2.253 0.148 -0.705
C 1.752 0.857 -1.033 0.183
C -0.606 -0.225 -0.321 0.879
C -0.831 1.204 0.058 0.402
C -0.299 1.771 1.146 -0.902
O 0.195 -0.899 0.501 -0.300
O -1.634 1.854 -0.809 -0.570
O 2.570 0.926 -0.258 -0.157
O -1.142 -0.693 -1.301 -0.648
H -1.879 1.219 -1.506 0.351
H -0.468 -2.749 -0.144 0.318
H 1.158 -2.292 -0.685 0.296
H 0.884 -2.722 1.028 0.246
H 0.323 1.197 1.806 0.307
H -0.479 2.803 1.373 0.301
```

Results
Highest occupied orbital energy in eV: -9.365
LUMO energy in eV: 0.44
Energy above the lowest of the compared OMol25 structures with the same formula, charge and spin in kJ/mol: 113.9
2S+1: 1
Orbital gap in eV: 9.80